The following is a DFT calculation (the ωB97M-V functional and the def2-TZVPD basis) of a structure of composition C9H10O4Sr.

Gap between HOMO and LUMO, Eh: 0.2284
Net charge: +2
Energy, eV: -18490.044

Atoms and positions in Å:
Sr (-0.2328, -1.6703, 2.9297)
O (-4.2595, -1.2609, -1.4961)
O (-4.2503, -1.2731, 0.9123)
O (-2.0404, -1.3226, -0.0888)
O (-5.4328, -0.6901, -1.3201)
C (3.8565, -0.8459, -1.1332)
C (2.5953, 0.0134, -0.5038)
C (-0.0870, 0.2193, 0.5295)
C (2.8478, 1.6100, -0.2273)
C (-1.5789, -0.3572, 0.9260)
C (-3.5051, -1.2748, -0.2233)
C (1.1387, -0.6657, -0.1276)
C (0.1537, 1.8457, 0.8204)
C (1.6165, 2.4831, 0.4432)
H (-2.3531, 0.5480, 0.8914)
H (3.9961, -1.7997, -0.4670)
H (-0.6979, 2.5194, 1.2635)
H (3.6883, -1.2143, -2.2343)
H (0.9462, -1.8047, -0.3245)
H (4.8649, -0.2193, -1.1408)
H (1.8301, 3.6184, 0.6481)
H (3.8709, 2.1331, -0.4978)
H (-5.3573, 0.2940, -1.5676)
H (-1.6098, -0.8859, 1.9881)

Cartesian forces (eV/Å) of the 3 atoms listed first:
Sr 2.491 -0.806 0.866
O 6.661 -1.033 1.395
O 5.610 0.270 -7.015

---

The following is a DFT calculation (the ωB97M-V functional and the def2-TZVPD basis) of a cluster of 2 separate species, C9H10O5 in total.

Gap between HOMO and LUMO, Eh: 0.2623
ΔE to the lowest compared entry with this formula, charge and spin, eV: 4.7219
Energy, eV: -19728.348

Atoms and positions in Å:
O (-3.0279, 0.0462, 1.4697)
O (2.2991, 0.1572, 0.1217)
O (0.4721, 0.6782, -1.7503)
O (-4.9679, 0.9322, -0.2803)
O (-1.2879, 2.1102, -3.2653)
C (4.0171, -1.7238, 0.4507)
C (2.1151, -1.0658, 2.1387)
C (-0.7459, 0.9392, -1.2933)
C (2.8391, -0.7668, 0.8537)
C (-3.0749, 1.5212, -1.9523)
C (-2.6579, 0.4392, 0.3827)
C (-1.6669, 1.5682, -2.3143)
C (-1.2219, 0.4572, 0.0367)
C (-3.5889, 0.9072, -0.6013)
H (-0.4429, 0.0282, 0.6307)
H (3.6551, -2.7878, 0.5707)
H (-5.1029, 0.8752, 0.5997)
H (0.9411, 0.1622, -1.0203)
H (4.7461, -1.3838, 1.0477)
H (0.9981, -0.9928, 2.1257)
H (2.6161, -0.3598, 2.8547)
H (4.3481, -1.5238, -0.4673)
H (2.4921, -2.0378, 2.3447)
H (-3.7539, 1.8212, -2.6833)

Cartesian forces (eV/Å) of the 3 atoms listed first:
O -0.778 -0.240 0.554
O 3.037 -3.587 2.221
O -0.250 -0.394 1.457

---

The following is a DFT calculation (the ωB97M-V functional and the def2-TZVPD basis) of a structure of composition C9H11Cl.

Gap between HOMO and LUMO, Eh: 0.3063
ΔE to the lowest compared entry with this formula, charge and spin, eV: 0.0000
Energy, eV: -22030.349

Atoms and positions in Å:
Cl (-2.8493, 1.3844, 0.1596)
C (1.5939, 2.3285, -0.7455)
C (2.1217, 1.8824, 0.4899)
C (1.1769, 1.1488, 1.1182)
C (-1.2513, -0.8494, -1.2266)
C (-0.9523, -0.5548, 0.2163)
C (-0.3985, -1.8199, 0.7701)
C (0.2744, 1.9855, -0.8357)
C (-1.3403, 0.7287, 0.9171)
C (-0.0480, 1.1326, 0.3234)
H (2.0634, 2.9347, -1.4678)
H (-1.5177, 0.6107, 1.9362)
H (1.3502, 0.6803, 2.1492)
H (-2.3284, -0.6348, -1.5482)
H (-1.0168, -2.5924, 0.5300)
H (3.0465, 2.1232, 0.8079)
H (-0.5472, 2.1682, -1.6014)
H (0.6375, -2.1090, 0.4499)
H (-0.2722, -1.8595, 1.9279)
H (-1.0603, -1.9223, -1.3141)
H (-0.5867, -0.3504, -1.8227)

Cartesian forces (eV/Å) of the 3 atoms listed first:
Cl 0.371 0.369 0.471
C -2.279 0.347 -0.741
C -2.378 -1.203 -0.453

---

The following is a DFT calculation (the ωB97M-V functional and the def2-TZVPD basis) of the ion C9H11F2N4 with charge +1.

Gap between HOMO and LUMO (spin up / spin down), Eh: 0.2504 / 0.2279
ΔE to the lowest compared entry with this formula, charge and spin, eV: 0.2982
Expectation value of S²: 2.009
Net charge: +1
Energy, eV: -20895.070
Spin multiplicity: 3

Atoms and positions in Å:
F (-0.2239, -0.8895, 1.3969)
F (3.2478, -1.7506, 0.1026)
N (2.0648, 2.0933, 1.6518)
N (2.7417, 0.3537, 0.5072)
N (1.4106, -3.5799, -0.6336)
N (-1.8471, 0.4722, 0.3998)
C (1.8345, 1.2109, 0.7101)
C (-2.7416, 0.9452, -0.3871)
C (0.5306, 1.1342, 0.0746)
C (2.4033, -0.8019, -0.1246)
C (-3.8901, 1.6281, 0.3087)
C (1.3650, -1.1334, -0.9176)
C (1.0077, -2.4934, -1.1915)
C (-0.4970, 0.0439, 0.3325)
C (0.3432, -0.0517, -0.9476)
H (1.8749, -3.6631, 0.2024)
H (2.9426, 2.0961, 2.1246)
H (0.0389, 2.0341, -0.1333)
H (0.2144, -2.7708, -2.0594)
H (-3.7186, 2.6987, 0.1594)
H (-4.0778, 1.4202, 1.3266)
H (-2.7402, 1.2448, -1.4297)
H (1.4754, 2.8849, 1.7619)
H (-0.2364, -0.0596, -1.8739)
H (1.2245, -4.4509, -1.0678)
H (-4.7471, 1.3846, -0.2931)

Cartesian forces (eV/Å) of the 3 atoms listed first:
F -0.349 1.606 -2.179
F 1.789 -1.655 0.304
N -0.392 1.320 0.262

---

The following is a DFT calculation (the ωB97M-V functional and the def2-TZVPD basis) of the molecule C9H11F3O3.

Gap between HOMO and LUMO, Eh: 0.3616
Energy, eV: -23805.189

Atoms and positions in Å:
F (3.1959, -0.4801, 0.3437)
F (2.2771, 1.2425, 1.2966)
F (3.7027, 1.5077, -0.3014)
O (-3.7825, 0.1842, -0.9363)
O (2.2068, 0.6549, -2.1653)
O (-1.7575, -0.6828, -0.5434)
C (1.5508, 0.7199, -0.8989)
C (-0.6086, -2.8732, 0.8073)
C (2.6934, 0.7394, 0.1175)
C (-0.5473, -0.4184, 0.2416)
C (-2.6919, 0.2820, -0.4600)
C (0.6344, -0.5017, -0.7569)
C (-2.0980, 1.4693, 0.2692)
C (-0.8296, 0.9207, 0.9326)
C (-0.4483, -1.6001, 1.2056)
H (-0.2890, -1.3499, 2.2535)
H (-1.3657, -3.1583, 0.0853)
H (-1.8961, 2.2131, -0.5064)
H (0.1820, -0.6476, -1.7396)
H (-1.0669, 0.8254, 1.9935)
H (1.0065, 1.6662, -0.8746)
H (1.2552, -1.3715, -0.5718)
H (1.5366, 0.6929, -2.8553)
H (0.0429, -3.6323, 1.2303)
H (-0.0711, 1.6954, 0.8896)
H (-2.8318, 1.9023, 0.9437)

Cartesian forces (eV/Å) of the 3 atoms listed first:
F -0.065 -0.031 0.078
F -0.085 -0.186 0.083
F -0.041 0.076 0.084

---

The following is a DFT calculation (the ωB97M-V functional and the def2-TZVPD basis) of a cluster of 2 separate species, C9H11FNO2 in total.

Gap between HOMO and LUMO (spin up / spin down), Eh: 0.2292 / 0.2292
ΔE to the lowest compared entry with this formula, charge and spin, eV: 2.8707
Net charge: +1
Energy, eV: -17801.008

Atoms and positions in Å:
F (-4.2259, 0.8703, -0.5134)
O (1.9074, -0.7736, -0.5199)
O (-0.6475, -1.9746, 1.3238)
N (1.0700, -0.0100, 0.4249)
C (1.7120, 1.2106, 0.9221)
C (-2.1900, -0.2138, -1.2569)
C (-2.4600, 0.8233, 0.9542)
C (2.2320, -0.1768, -1.7123)
C (-0.3031, 0.0728, 0.1884)
C (-1.0765, 0.6398, 1.2160)
C (-2.9822, 0.4892, -0.3008)
C (-0.8659, -0.4549, -0.9148)
C (0.3495, -2.4943, 1.4848)
H (-0.2739, -0.7431, -1.7478)
H (3.0607, 0.4946, -1.5755)
H (1.6058, 2.1003, 0.3458)
H (2.8626, 1.1313, 0.9052)
H (-2.6651, -0.4326, -2.2096)
H (-3.1369, 1.2457, 1.6776)
H (1.6732, 1.4434, 1.9735)
H (2.5765, -1.0345, -2.3441)
H (-0.7385, 0.7640, 2.2721)
H (1.4189, 0.1933, -2.3062)
H (1.0969, -3.1702, 1.7129)

Cartesian forces (eV/Å) of the 3 atoms listed first:
F -0.489 -0.271 -0.619
O -2.297 -0.295 2.639
O 1.746 -2.461 0.781

---

The following is a DFT calculation (the ωB97M-V functional and the def2-TZVPD basis) of a cluster of 2 separate species, C9H11N2O4 in total.

Gap between HOMO and LUMO, Eh: 0.2814
ΔE to the lowest compared entry with this formula, charge and spin, eV: 0.0000
Net charge: +1
Energy, eV: -20670.212

Atoms and positions in Å:
O (-0.5248, 0.0234, 2.6169)
O (0.2715, 0.1950, -1.0951)
O (-2.4830, -0.7368, -0.3505)
O (1.4299, 1.8672, -0.1816)
N (-2.7872, 2.1865, -0.9088)
N (-1.8612, 2.0208, -0.3231)
C (-0.7584, 1.9845, 0.2704)
C (0.3277, 1.1732, -0.3587)
C (-1.4072, 0.0801, 1.6553)
C (-1.5252, -2.7018, -0.7389)
C (-1.5722, -0.8970, 0.6210)
C (2.5887, 1.4018, -0.8215)
C (-0.9000, -2.1535, 0.3861)
C (-2.4353, -1.7678, -1.1633)
C (3.1518, 0.0962, -0.0940)
H (2.7850, -0.0181, 0.9116)
H (0.0416, -0.8142, 2.5915)
H (4.1409, 0.0199, -0.1665)
H (-2.0473, 0.8231, 1.7864)
H (-3.1168, -1.7595, -2.0436)
H (3.3365, 2.1473, -0.7071)
H (-0.2211, -2.6249, 1.0051)
H (2.5613, 0.9870, -1.8755)
H (2.6871, -0.7348, -0.6031)
H (-1.3513, -3.6152, -1.1989)
H (-0.3310, 2.8178, 0.7856)

Cartesian forces (eV/Å) of the 3 atoms listed first:
O 0.836 -1.818 -0.228
O -0.657 0.915 1.310
O -0.847 1.198 -0.128

---

The following is a DFT calculation (the ωB97M-V functional and the def2-TZVPD basis) of the molecule C9H11N2OPS.

Gap between HOMO and LUMO (spin up / spin down), Eh: 0.3041 / 0.2250
Expectation value of S²: 2.015
Energy, eV: -34658.931
Spin multiplicity: 3

Atoms and positions in Å:
S (-1.9310, -1.6580, -2.1707)
P (1.3146, -1.4662, 0.4437)
O (2.5124, -2.2834, 0.3840)
N (0.6162, -1.3581, -1.2200)
N (-1.0656, 0.2868, -0.6944)
C (-0.6825, -0.8099, -1.3549)
C (0.7053, 1.5383, 0.5927)
C (-0.4847, 1.4124, -0.1060)
C (0.4229, 3.9021, 0.9995)
C (1.2341, 2.7235, 1.1005)
C (-1.3211, 2.5439, -0.1869)
C (0.0284, -2.2245, 1.3878)
C (-0.8190, 3.7609, 0.3498)
C (1.1558, -2.3591, -2.1196)
H (-2.0175, 0.3416, -0.8746)
H (-0.9105, -2.0003, 0.8546)
H (1.9855, -2.6051, -1.6016)
H (0.8809, 4.7499, 1.3243)
H (2.0980, 2.7589, 1.6897)
H (-2.2208, 2.5269, -0.6252)
H (0.4878, -3.2925, -2.0345)
H (0.2221, -3.3364, 1.5947)
H (-0.0076, -1.7849, 2.4662)
H (-1.3896, 4.6274, 0.2282)
H (1.3403, -2.0173, -3.1759)

Cartesian forces (eV/Å) of the 3 atoms listed first:
S 1.167 0.618 0.277
P -1.108 1.078 -1.551
O 2.077 -1.078 0.064

---

The following is a DFT calculation (the ωB97M-V functional and the def2-TZVPD basis) of a cluster of 2 separate species, C9H11N2S2 in total.

Gap between HOMO and LUMO (spin up / spin down), Eh: 0.2025 / 0.1887
Expectation value of S²: 2.026
Net charge: +1
Energy, eV: -34150.014
Spin multiplicity: 3

Atoms and positions in Å:
S (2.8349, -0.5178, 0.2021)
S (0.9196, 3.5818, 2.3470)
N (0.0735, 2.4956, 0.2540)
N (-1.0775, -1.2121, 0.1885)
C (0.5169, 1.8576, 2.3696)
C (0.5140, 3.7013, 0.7344)
C (3.3389, -0.4710, -1.4763)
C (0.0279, 1.4839, 1.1518)
C (1.1760, -0.6975, -0.2610)
C (2.2687, -0.5147, -2.3308)
C (0.1525, -1.0132, 0.6315)
C (-2.3418, -1.4941, 0.8850)
C (1.0776, -0.6631, -1.6913)
H (0.2293, -0.6819, -2.3803)
H (-2.1218, -1.5074, 1.8635)
H (-3.1652, -0.7628, 0.7092)
H (0.6466, 1.4437, 3.2950)
H (-2.5282, -2.4717, 0.6644)
H (-1.2511, -1.1542, -0.7955)
H (0.4909, -1.0537, 1.6156)
H (4.4100, -0.2585, -1.6504)
H (0.7117, 4.5846, 0.1964)
H (2.5304, -0.4065, -3.3767)
H (-0.1748, 2.2854, -0.6954)

Cartesian forces (eV/Å) of the 3 atoms listed first:
S 0.620 0.040 0.083
S -0.310 -0.868 -0.541
N 0.591 1.582 0.625

---

The following is a DFT calculation (the ωB97M-V functional and the def2-TZVPD basis) of a cluster of 2 separate species, C9H11N3S in total.

Gap between HOMO and LUMO, Eh: 0.3300
ΔE to the lowest compared entry with this formula, charge and spin, eV: 3.5122
Energy, eV: -24812.544

Atoms and positions in Å:
S (4.6225, 0.3059, 0.4963)
N (1.3571, 3.6190, -0.1972)
N (2.6375, -0.3937, -0.7187)
N (4.8034, -0.6642, -0.8392)
C (-0.4562, 0.5449, -1.8606)
C (-0.1285, -0.5793, 1.8103)
C (-0.6311, -0.7484, 0.4383)
C (-0.0857, 0.4308, -0.4747)
C (0.3059, 1.3877, 0.3654)
C (2.8493, 0.3923, 0.3357)
C (0.8881, 2.6157, 0.0349)
C (3.6813, -0.9139, -1.4386)
C (0.1520, 0.9321, 1.7930)
H (-0.8347, -0.9193, 2.4832)
H (0.3506, 0.8948, -2.4948)
H (3.7945, -1.7703, -2.0805)
H (-1.3569, 1.2249, -1.9885)
H (-0.7597, -0.5384, -2.2689)
H (-1.6809, -0.6862, 0.4619)
H (-0.4957, -1.7158, 0.0576)
H (1.1089, 1.2153, 2.3273)
H (0.8207, -1.2208, 2.0323)
H (-0.6450, 1.5269, 2.3418)
H (1.6344, -0.8422, -1.1969)

Cartesian forces (eV/Å) of the 3 atoms listed first:
S -2.481 -0.206 -1.285
N 1.035 2.192 -0.590
N -4.285 -2.301 -3.124